Molecular formula: C32H43N7O12P3S3Ti
Method: DFT, the ωB97M-V functional and the def2-TZVPD basis

XYZ file:
```
101
Properties=species:S:1:pos:R:3:lowdin_charge:R:1
C 4.14720 -0.23438 3.83916 -0.08
N 5.37389 -0.80468 1.78865 0.16
H 0.48668 1.69007 3.35708 0.06
H 0.36672 0.49871 -2.08478 0.04
C 5.04872 0.05058 -2.17502 -0.25
O 7.66544 0.51031 -2.45663 -0.27
N -0.27101 -2.73591 -1.95160 0.08
H 4.48630 -1.15633 4.31428 0.10
C -4.25919 2.04854 -4.89242 -0.03
C -5.47758 -1.64691 2.44438 -0.25
H 5.12965 1.69953 -0.06346 0.05
S -2.26437 0.23122 -2.14286 0.72
C 3.12847 -1.31677 -1.76880 -0.02
O 1.90397 -1.57684 0.86009 -0.37
N -0.73572 -1.83923 0.11507 -0.19
C 0.66986 3.35711 -2.17742 -0.17
H -7.29268 -0.49861 2.56291 0.08
O -0.48649 1.31094 0.51612 -0.46
O 6.77404 -0.42274 -0.36216 -0.35
H 6.09967 -0.49238 2.43392 0.16
H -2.75296 -3.40670 3.47622 0.12
C 4.24362 1.03170 -2.73573 -0.04
C 2.32309 -0.23234 -2.08472 -0.27
P 3.44616 1.19990 1.56196 0.39
S 6.62710 0.53659 -1.47746 0.53
N -0.44350 2.69640 -2.50345 0.12
H 4.68107 1.96165 -3.07440 0.13
H -0.74468 2.87797 3.82739 0.08
C -3.22452 2.89463 -4.85038 -0.03
C -0.54599 2.00622 3.20204 -0.14
C -2.76656 -1.90571 1.94458 -0.29
H 0.80095 5.66775 -4.60991 0.12
O 1.98392 0.95404 1.03052 -0.38
H 1.31618 -2.60350 3.18113 0.07
H 1.20631 2.97262 -1.31588 0.10
H -1.14547 -5.58084 -3.49450 0.11
H -3.06645 3.79149 -5.41314 0.11
C -1.74440 -5.01811 -1.49614 -0.04
H -3.03508 -0.39985 0.42446 0.05
C -2.84416 1.26802 -3.32078 -0.69
H -2.56725 3.23013 0.16603 0.06
H 0.47360 -1.16050 -1.96062 0.05
H -5.17778 -3.16716 3.92666 0.12
H -5.44900 -0.16357 0.89139 0.12
H -7.50605 -2.14687 1.98466 0.09
H 1.36382 3.55790 1.40516 0.06
O 6.30635 1.87945 -0.94142 -0.32
C 4.01125 -0.41858 2.31950 -0.44
S -1.04867 -2.01693 1.66036 0.67
H -2.32083 -5.91407 -1.30750 0.12
C -2.44403 2.98822 1.22212 -0.13
H 2.22830 1.67786 -3.05829 0.09
O 2.09842 -2.03437 3.29146 -0.10
O 3.85888 -3.02355 1.64078 -0.24
N -2.33049 2.42638 -3.88031 0.02
H -4.34386 -1.00380 -3.88642 0.09
H -5.74758 -0.00862 -4.35747 0.09
O -0.42748 -0.73986 2.12926 -0.38
H 3.19371 0.04431 4.27782 0.09
H 0.21332 4.26313 0.22381 0.05
C -0.37183 -3.67847 -2.88878 -0.10
O -0.53694 -3.19173 2.30912 -0.25
C -1.64951 -4.04807 -0.51767 0.00
C -4.85779 -0.86820 1.46420 -0.02
C -4.70866 -2.55773 3.16490 -0.01
P 2.95850 -1.90673 1.96460 0.44
C -3.35206 -2.69725 2.92182 -0.03
H 2.06993 4.93362 -2.56860 0.12
H -5.20564 -0.07276 -2.66018 0.08
C -4.88458 -0.07748 -3.70043 -0.04
H -2.14433 -4.18351 0.43298 0.11
C -6.95325 -1.52559 2.69218 -0.04
H -3.10673 2.15940 1.47346 0.06
C 0.45402 4.84138 -4.00432 -0.04
N 0.93165 -0.25676 -1.67746 0.02
C -0.89220 -2.90842 -0.79084 -0.35
C -1.09612 -4.83939 -2.71087 -0.05
H 4.85020 0.57409 4.04071 0.09
H 5.39906 -1.83685 1.74291 0.13
H -1.22194 1.19652 3.46594 0.06
C 2.86758 0.88771 -2.69430 -0.01
H 0.06973 4.64336 1.94985 0.08
C -1.12036 3.10339 -3.56206 -0.24
Ti 0.66544 -0.24084 0.40924 1.11
C 1.15963 4.44012 -2.87822 -0.04
C -3.50603 -0.98844 1.20439 -0.05
N -4.02368 1.05913 -3.96083 -0.14
C 0.33091 3.86621 1.22939 -0.13
H 5.70764 -0.46215 0.82415 0.09
H -2.69045 3.85394 1.83665 0.07
H 5.13993 -1.95472 -1.42885 0.13
O 3.51828 2.29108 2.53908 -0.25
P -0.75459 2.47384 1.49071 0.67
H -7.21535 -1.85436 3.69615 0.08
O 4.25084 1.25141 0.25380 -0.14
H -1.22805 4.46943 -5.24899 0.10
H -5.14595 2.06458 -5.49973 0.13
H 0.15890 -3.48497 -3.81298 0.12
H 2.69396 -2.22662 -1.37678 0.11
C -0.69716 4.16885 -4.36116 0.01
C 4.50239 -1.16729 -1.80789 -0.04
```

Frontier orbital gap ... 6.9 eV
2S+1 ... 1
Net charge ... +1
HOMO energy ... -10.4118 eV

***

Molecular formula: C32H44BF24O14S
Method: DFT, the ωB97M-V functional and the def2-TZVPD basis

XYZ file:
```
116
Properties=species:S:1:pos:R:3:lowdin_charge:R:1
H -0.68580 -4.63789 4.51923 0.13
C -5.99671 -3.12567 -3.27965 -0.09
H 1.41797 0.63233 -2.11276 0.12
O -5.04559 -0.02341 -1.46478 -0.04
O -4.07225 -1.87219 -2.55779 -0.04
O 1.58536 -1.68377 7.05624 0.05
C 3.82382 0.98984 1.89579 -0.54
F -7.39308 -0.61604 -5.21244 -0.12
S -8.34666 -0.71898 -6.46765 0.78
C 0.51830 8.37973 -3.50364 -0.20
F 4.52473 -0.14604 2.07311 0.15
H -0.01821 -3.03845 4.16329 0.02
H 6.71050 2.90170 -0.03993 0.12
C 0.69047 2.44485 -3.70497 -0.36
H -7.15885 0.61879 -2.60904 0.08
H 2.48686 -3.17541 5.93251 0.13
O 0.91344 7.61720 -2.34444 0.03
H -1.90728 1.50232 -2.29906 0.10
F -8.42144 -4.55366 -5.18364 0.09
F 1.88428 -4.80382 0.67793 0.14
H -3.63078 0.21721 -3.19734 0.11
C 0.44590 -1.82173 6.39754 -0.33
H -5.39970 -1.11045 -3.87097 0.13
B -3.76731 -0.46883 -2.12727 -0.69
O 1.18290 1.58716 -4.37767 0.07
C 8.63231 -3.71606 2.69911 -0.19
H 6.65122 5.38835 0.31325 0.08
H -8.05869 -0.91050 -2.60750 0.05
O 8.74227 -1.01615 2.91584 0.17
C 0.89432 5.69963 -0.97445 -0.55
C 10.12462 -3.93297 2.80081 -0.06
H 2.67070 -1.04521 4.60845 0.08
H -1.60182 8.39341 -3.11411 0.08
H -0.10827 0.45347 -0.08656 0.11
F -8.46741 0.85200 -6.48298 -0.11
H -0.66365 2.10590 -0.44726 0.11
H 7.45201 3.34492 1.50257 0.12
C 8.25744 -1.67029 3.79008 -0.40
C -2.40751 -0.29906 -1.23370 -0.12
C -1.38319 0.64788 -1.85789 -0.24
F -1.01490 -2.03667 8.23838 0.16
C 7.61382 -1.03660 5.04435 -0.54
H 3.60427 -0.31732 5.91420 0.09
C 0.24092 -3.46635 1.71347 -0.40
F 6.27839 -1.08305 4.92388 0.15
C -7.90979 -3.28618 -5.04148 -0.45
H 4.26587 -1.68091 4.99890 0.06
F 7.95135 -1.69201 6.16058 0.17
H -5.85510 -2.73255 -5.40119 0.13
H -6.15798 -4.40750 -5.00239 0.13
F 0.96702 6.53660 0.07435 0.15
H -2.79546 -4.01172 3.30851 0.08
C -8.27002 -2.62040 -6.41920 -0.43
F 7.98582 0.23041 5.17064 0.18
F -0.16021 -5.09895 0.01841 0.17
H 10.65964 -2.98457 2.77071 0.08
F 0.91110 -3.30539 -0.54743 0.18
H -0.88539 0.13838 -2.69337 0.11
H 1.33572 9.07952 -3.66465 0.12
H 10.46385 -4.54712 1.96710 0.08
H -2.47256 -2.90128 4.65316 0.07
H 3.44571 -2.44772 7.22272 0.13
C -0.30716 1.16964 -0.89021 -0.18
C 3.36116 -1.26047 5.42450 -0.05
C -7.36236 -0.29015 -2.03852 -0.03
C 0.34512 6.42107 -2.22654 -0.39
F -9.28661 -0.76777 -7.75447 -0.14
H -1.95645 -1.28528 -1.06573 0.09
H -7.83179 -0.02321 -1.09001 0.07
O -0.44507 5.92505 -2.97080 0.17
H -2.13430 -2.40520 2.99067 0.09
O 0.91655 2.64514 -2.40305 -0.05
F 3.57879 1.50064 3.10676 0.16
C -0.78832 9.10207 -3.26311 -0.06
F -8.63678 -2.72001 -4.05880 0.10
F -0.36951 -0.02632 7.74429 0.17
C 0.71494 -4.17846 0.42601 -0.55
C -6.03357 -0.98274 -1.79597 -0.37
H 5.01542 4.72075 0.24223 0.07
C -0.70882 -1.20945 7.22473 -0.53
F -7.08792 -0.60660 -7.42412 -0.13
F 0.12270 4.68140 -0.65300 0.19
H -1.02880 9.72777 -4.12263 0.08
H 0.45527 7.71561 -4.36461 0.12
F -1.78824 -1.05047 6.47189 0.18
H -2.70823 0.13170 -0.26656 0.09
H 5.72628 5.14382 1.80465 0.08
O 8.13287 -2.98594 3.84441 0.03
F -7.36338 -3.03170 -7.31752 0.12
C 2.75614 -2.23340 6.40858 -0.18
F -9.62798 -0.77490 -5.52845 -0.13
H 0.01050 3.20425 -4.11281 0.14
H -6.08102 -1.69657 -0.95339 0.15
O 0.26788 -2.36835 5.34991 0.13
H 1.76206 1.71549 -0.78540 0.09
H -5.17162 -3.81418 -3.08586 0.12
O -0.24872 -4.35405 2.56921 0.03
C -5.41238 -1.74112 -2.96480 -0.35
F 2.67142 0.68761 1.32345 0.19
O 4.40845 2.07222 -0.16676 0.18
O 5.64291 2.47568 1.68695 0.03
O 0.35147 -2.29129 1.88520 0.17
C 4.64671 1.93979 0.99482 -0.40
H -6.79009 -3.39171 -2.57513 0.12
C 6.52232 3.34294 0.93784 -0.19
H -0.71645 9.73515 -2.37837 0.08
C 1.02128 1.48141 -1.55191 -0.18
C -0.71681 -3.80185 3.82312 -0.21
C -2.11558 -3.24598 3.68274 -0.04
F 2.13491 5.25913 -1.22784 0.16
F -9.46810 -3.05174 -6.82795 0.12
C 5.94056 4.73360 0.81753 -0.06
H 8.36238 -3.17994 1.79069 0.13
H 8.08996 -4.65816 2.71839 0.13
C -6.42351 -3.38319 -4.73497 -0.07
H 10.37421 -4.44044 3.73282 0.08
```

Frontier orbital gap ... 5.5 eV
2S+1 ... 1
Net charge ... -1
HOMO energy ... -3.8591 eV